a) Entry from the Open Molecules 2025 dataset: a 2-piece molecular cluster, C3H10NOS overall (ωB97M-V with the def2-TZVPD basis set).

Results
LUMO level	0.11685	Ha
gap between HOMO and LUMO	0.21285	hartree
charge	-1
HOMO energy	-2.61	eV

Each atom is followed by the atoms it is bonded to, with distances in Å.
Geometry (Å):
1 C 2.91 0.87 -1.35  S2 1.820, H4 1.095, H5 1.090, H6 1.090
2 S 2.23 1.21 0.31  C1 1.820, C3 1.788
3 C 0.48 1.47 0.07  S2 1.788, H7 1.086, H8 1.087, H9 1.093
4 H 3.97 1.15 -1.29  C1 1.095
5 H 2.91 -0.20 -1.57  C1 1.090
6 H 2.54 1.43 -2.21  C1 1.090
7 H 0.37 1.57 -1.00  C3 1.086
8 H 0.16 2.35 0.63  C3 1.087
9 H -0.14 0.67 0.50  C3 1.093
10 N -1.82 -2.31 0.50  C11 1.509, H13 1.023, H14 1.030
11 C -2.50 -1.19 1.25  N10 1.509, O12 1.319, H15 1.127, H16 1.127
12 O -2.31 0.02 0.75  C11 1.319
13 H -0.87 -2.00 0.31  N10 1.023
14 H -2.11 -2.14 -0.47  N10 1.030
15 H -2.24 -1.37 2.33  C11 1.127
16 H -3.58 -1.53 1.25  C11 1.127

=====

b) Entry from the Open Molecules 2025 dataset: a 2-piece molecular cluster, C3H10NOS overall (ωB97M-V with the def2-TZVPD basis set).

Results
LUMO level	0.14768	Ha
gap between HOMO and LUMO	0.24486	hartree
charge	-1
HOMO energy	-2.64	eV

Each atom is followed by the atoms it is bonded to, with distances in Å.
Geometry (Å):
1 C -0.06 1.39 -0.56  C2 1.520, C4 1.542, H6 1.105, H7 1.116
2 C 0.93 0.41 0.04  C1 1.520, S3 1.874, H8 1.094, H9 1.087
3 S -0.08 -1.11 0.46  C2 1.874
4 C -1.12 1.89 0.43  C1 1.542, N5 1.459, H10 1.108, H11 1.096
5 N -1.72 3.18 0.09  C4 1.459, H12 1.012, H13 1.007
6 H -0.58 0.91 -1.41  C1 1.105
7 H 0.50 2.31 -0.86  C1 1.116
8 H 1.39 0.85 0.93  C2 1.094
9 H 1.69 0.19 -0.71  C2 1.087
10 H -0.73 1.81 1.46  C4 1.108
11 H -1.91 1.14 0.54  C4 1.096
12 H -1.12 3.95 -0.16  N5 1.012
13 H -2.45 3.29 -0.60  N5 1.007
14 H 2.41 -4.40 -0.03  O16 0.957
15 H 1.44 -3.38 -0.42  O16 0.984
16 O 1.76 -4.26 -0.72  H14 0.957, H15 0.984

=====

Which of them is the most stable? Correct choice: b).

=====

a) Entry from the Open Molecules 2025 dataset: a 2-piece molecular cluster, C3H10NOS overall (ωB97M-V with the def2-TZVPD basis set).

Results
LUMO level	0.13169	Ha
gap between HOMO and LUMO	0.23377	hartree
charge	-1
HOMO energy	-2.78	eV

Each atom is followed by the atoms it is bonded to, with distances in Å.
Geometry (Å):
1 C 1.41 -1.90 -1.40  C2 1.536, H4 1.087, H5 1.101, H6 1.100
2 C 0.43 -0.90 -0.76  C1 1.536, S3 1.815, H7 1.083, H8 1.081
3 S -1.26 -1.51 -0.96  C2 1.815, H9 1.363
4 H 1.18 -1.96 -2.46  C1 1.087
5 H 1.43 -2.84 -0.81  C1 1.101
6 H 2.48 -1.72 -1.25  C1 1.100
7 H 0.62 -0.72 0.29  C2 1.083
8 H 0.51 -0.01 -1.37  C2 1.081
9 H -1.74 -0.89 0.16  S3 1.363
10 N -1.43 1.11 1.20  C11 1.591, H13 1.023, H14 1.025
11 C -0.13 2.01 1.05  N10 1.591, O12 1.297, H15 1.123, H16 1.127
12 O 0.98 1.39 1.28  C11 1.297
13 H -1.50 1.04 2.21  N10 1.023
14 H -2.30 1.63 1.01  N10 1.025
15 H -0.32 2.45 0.03  C11 1.123
16 H -0.34 2.84 1.79  C11 1.127

=====

b) Entry from the Open Molecules 2025 dataset: a 2-piece molecular cluster, C3H10NOS overall (ωB97M-V with the def2-TZVPD basis set).

Results
LUMO level	0.14266	Ha
gap between HOMO and LUMO	0.24992	hartree
charge	-1
HOMO energy	-2.92	eV

Each atom is followed by the atoms it is bonded to, with distances in Å.
Geometry (Å):
1 C 2.08 -0.81 -0.62  C2 1.612, H6 1.043, H7 1.093, H8 1.094
2 C 0.48 -0.66 -0.64  C1 1.612, C3 1.661, N5 1.532, H9 1.070
3 C 0.00 0.04 0.79  C2 1.661, S4 1.834, H10 1.122, H11 1.103
4 S 0.40 1.82 0.92  C3 1.834
5 N -0.03 0.27 -1.74  C2 1.532, H12 1.091, H13 1.040
6 H 2.19 -1.59 0.07  C1 1.043
7 H 2.42 0.14 -0.20  C1 1.093
8 H 2.36 -0.96 -1.67  C1 1.094
9 H 0.00 -1.58 -0.91  C2 1.070
10 H -1.01 -0.39 1.04  C3 1.122
11 H 0.53 -0.46 1.62  C3 1.103
12 H -1.06 0.35 -1.41  N5 1.091
13 H 0.36 1.17 -1.39  N5 1.040
14 H -3.55 1.33 1.32  O16 0.995
15 H -2.14 0.83 1.28  O16 1.003
16 O -3.05 0.49 1.53  H14 0.995, H15 1.003

=====

c) Entry from the Open Molecules 2025 dataset: a 2-piece molecular cluster, C3H10NOS overall (ωB97M-V with the def2-TZVPD basis set).

Results
LUMO level	0.12046	Ha
gap between HOMO and LUMO	0.22002	hartree
charge	-1
HOMO energy	-2.71	eV

Each atom is followed by the atoms it is bonded to, with distances in Å.
Geometry (Å):
1 C 1.80 -1.66 -3.01  S2 1.852, H4 1.086, H5 1.084, H6 1.086
2 S 1.62 -1.76 -1.17  C1 1.852, C3 1.783
3 C 0.10 -0.86 -0.90  S2 1.783, H7 1.090, H8 1.085, H9 1.092
4 H 2.54 -0.89 -3.22  C1 1.086
5 H 0.86 -1.30 -3.41  C1 1.084
6 H 2.13 -2.63 -3.36  C1 1.086
7 H -0.38 -0.33 -1.72  C3 1.090
8 H -0.62 -1.41 -0.32  C3 1.085
9 H 0.42 -0.01 -0.29  C3 1.092
10 N -1.70 1.38 3.39  C11 1.566, H13 1.022, H14 1.027
11 C -0.81 1.85 2.19  N10 1.566, O12 1.337, H15 1.104, H16 1.119
12 O -0.49 0.86 1.35  C11 1.337
13 H -2.64 1.45 2.98  N10 1.022
14 H -1.49 0.38 3.23  N10 1.027
15 H -1.45 2.58 1.67  C11 1.104
16 H 0.11 2.35 2.59  C11 1.119

=====

Which of them is the most stable? Correct choice: b).

=====

a) Entry from the Open Molecules 2025 dataset: a 2-piece molecular cluster, C9H14O overall (ωB97M-V with the def2-TZVPD basis set).

Results
LUMO level	0.03042	Ha
gap between HOMO and LUMO	0.33967	hartree
charge	0
HOMO energy	-8.42	eV

Each atom is followed by the atoms it is bonded to, with distances in Å.
Geometry (Å):
1 C 1.98 0.60 2.92  C2 1.497, H9 1.090, H10 1.090, H11 1.089
2 C 0.93 1.09 1.98  C1 1.497, C3 1.403, C8 1.383
3 C 1.24 1.52 0.68  C2 1.403, C4 1.382, H12 1.088
4 C 0.31 1.72 -0.32  C3 1.382, C5 1.401, H13 1.079
5 C -1.04 1.75 0.07  C4 1.401, O6 1.365, C7 1.381
6 O -1.95 1.94 -0.93  C5 1.365, H14 0.967
7 C -1.37 1.54 1.39  C5 1.381, C8 1.390, H15 1.085
8 C -0.41 1.14 2.32  C2 1.383, C7 1.390, H16 1.081
9 H 2.33 1.35 3.62  C1 1.090
10 H 2.85 0.23 2.38  C1 1.090
11 H 1.57 -0.19 3.55  C1 1.089
12 H 2.27 1.34 0.35  C3 1.088
13 H 0.58 2.06 -1.30  C4 1.079
14 H -2.81 1.56 -0.71  O6 0.967
15 H -2.42 1.69 1.66  C7 1.085
16 H -0.73 0.93 3.33  C8 1.081
17 C -1.06 -2.14 -2.68  C18 1.531, H19 1.085, H20 1.096, H21 1.091
18 C 0.24 -2.95 -2.59  C17 1.531, H22 1.090, H23 1.092, H24 1.093
19 H -0.85 -1.08 -2.76  C17 1.085
20 H -1.68 -2.44 -3.53  C17 1.096
21 H -1.69 -2.31 -1.80  C17 1.091
22 H 0.73 -2.71 -1.65  C18 1.090
23 H 0.03 -4.02 -2.63  C18 1.092
24 H 0.95 -2.63 -3.35  C18 1.093

=====

b) Entry from the Open Molecules 2025 dataset: a 2-piece molecular cluster, C9H14O overall (ωB97M-V with the def2-TZVPD basis set).

Results
LUMO level	0.03312	Ha
gap between HOMO and LUMO	0.33701	hartree
charge	0
HOMO energy	-8.27	eV

Each atom is followed by the atoms it is bonded to, with distances in Å.
Geometry (Å):
1 C -1.33 -2.12 2.14  C2 1.514, H9 1.089, H10 1.088, H11 1.090
2 C -0.45 -1.57 1.04  C1 1.514, C3 1.408, C8 1.382
3 C 0.81 -1.03 1.36  C2 1.408, C4 1.394, H12 1.085
4 C 1.79 -0.75 0.41  C3 1.394, C5 1.400, H13 1.083
5 C 1.32 -0.72 -0.91  C4 1.400, O6 1.377, C7 1.408
6 O 2.23 -0.54 -1.92  C5 1.377, H14 0.956
7 C -0.02 -0.98 -1.26  C5 1.408, C8 1.395, H15 1.072
8 C -0.90 -1.37 -0.25  C2 1.382, C7 1.395, H16 1.092
9 H -2.35 -2.34 1.82  C1 1.089
10 H -1.49 -1.38 2.92  C1 1.088
11 H -0.74 -2.94 2.55  C1 1.090
12 H 0.99 -0.90 2.42  C3 1.085
13 H 2.86 -0.65 0.56  C4 1.083
14 H 1.80 -0.52 -2.77  O6 0.956
15 H -0.29 -1.13 -2.29  C7 1.072
16 H -1.93 -1.62 -0.49  C8 1.092
17 C -0.26 2.13 -1.30  C18 1.581, H19 1.094, H20 1.079, H21 1.079
18 C -0.29 3.05 -0.01  C17 1.581, H22 1.087, H23 1.081, H24 1.087
19 H -0.87 1.22 -1.22  C17 1.094
20 H -0.62 2.66 -2.16  C17 1.079
21 H 0.74 1.73 -1.36  C17 1.079
22 H -1.35 2.99 0.24  C18 1.087
23 H -0.13 4.10 -0.21  C18 1.081
24 H 0.48 2.70 0.68  C18 1.087

=====

c) Entry from the Open Molecules 2025 dataset: a 2-piece molecular cluster, C9H14O overall (ωB97M-V with the def2-TZVPD basis set).

Results
LUMO level	0.02929	Ha
gap between HOMO and LUMO	0.34372	hartree
charge	0
HOMO energy	-8.56	eV

Each atom is followed by the atoms it is bonded to, with distances in Å.
Geometry (Å):
1 C 2.22 2.11 -0.61  C2 1.553, H9 1.073, H10 1.155, H11 1.152
2 C 1.44 0.80 -0.93  C1 1.553, C3 1.371, C8 1.392
3 C 0.80 0.93 -2.14  C2 1.371, C4 1.496, H12 1.024
4 C 0.35 -0.37 -2.73  C3 1.496, C5 1.338, H13 1.071
5 C 0.17 -1.40 -1.90  C4 1.338, O6 1.373, C7 1.407
6 O -0.32 -2.59 -2.38  C5 1.373, H14 1.081
7 C 0.94 -1.53 -0.73  C5 1.407, C8 1.359, H15 1.004
8 C 1.60 -0.43 -0.30  C2 1.392, C7 1.359, H16 1.148
9 H 2.53 1.82 0.38  C1 1.073
10 H 1.41 2.92 -0.46  C1 1.155
11 H 2.99 2.26 -1.45  C1 1.152
12 H 0.69 1.79 -2.69  C3 1.024
13 H -0.08 -0.15 -3.68  C4 1.071
14 H -1.12 -2.35 -3.06  O6 1.081
15 H 0.94 -2.33 -0.11  C7 1.004
16 H 2.15 -0.39 0.71  C8 1.148
17 C -2.14 0.24 3.41  C18 1.543, H19 1.125, H20 1.152, H21 1.105
18 C -1.96 -0.51 2.07  C17 1.543, H22 1.096, H23 1.108, H24 1.107
19 H -1.86 1.33 3.32  C17 1.125
20 H -3.19 0.35 3.85  C17 1.152
21 H -1.75 -0.24 4.32  C17 1.105
22 H -2.88 -1.08 1.88  C18 1.096
23 H -1.19 -1.30 2.06  C18 1.108
24 H -1.74 0.12 1.18  C18 1.107

=====

d) Entry from the Open Molecules 2025 dataset: a 2-piece molecular cluster, C9H14O overall (ωB97M-V with the def2-TZVPD basis set).

Results
LUMO level	0.03030	Ha
gap between HOMO and LUMO	0.33975	hartree
charge	0
HOMO energy	-8.42	eV

Each atom is followed by the atoms it is bonded to, with distances in Å.
Geometry (Å):
1 C 1.49 0.87 -2.31  C2 1.490, H9 1.092, H10 1.106, H11 1.088
2 C 0.27 0.81 -1.47  C1 1.490, C3 1.410, C8 1.374
3 C -0.48 -0.37 -1.27  C2 1.410, C4 1.383, H12 1.084
4 C -1.49 -0.45 -0.34  C3 1.383, C5 1.399, H13 1.082
5 C -1.63 0.60 0.58  C4 1.399, O6 1.369, C7 1.380
6 O -2.49 0.48 1.64  C5 1.369, H14 0.969
7 C -0.91 1.76 0.45  C5 1.380, C8 1.411, H15 1.079
8 C -0.01 1.87 -0.64  C2 1.374, C7 1.411, H16 1.085
9 H 2.36 1.11 -1.69  C1 1.092
10 H 1.50 1.75 -2.98  C1 1.106
11 H 1.67 0.06 -3.01  C1 1.088
12 H -0.26 -1.18 -1.96  C3 1.084
13 H -2.01 -1.40 -0.29  C4 1.082
14 H -2.57 -0.43 1.97  O6 0.969
15 H -1.01 2.53 1.20  C7 1.079
16 H 0.45 2.84 -0.74  C8 1.085
17 C 2.20 -2.20 0.66  C18 1.522, H19 1.089, H20 1.090, H21 1.100
18 C 1.81 -2.15 2.13  C17 1.522, H22 1.086, H23 1.089, H24 1.095
19 H 1.45 -2.50 -0.08  C17 1.089
20 H 2.63 -1.25 0.35  C17 1.090
21 H 2.95 -2.98 0.47  C17 1.100
22 H 2.70 -1.99 2.74  C18 1.086
23 H 1.23 -3.03 2.40  C18 1.089
24 H 1.18 -1.28 2.30  C18 1.095

=====

Which of them is the most stable? Correct choice: a).

=====

a) Entry from the Open Molecules 2025 dataset: a 2-piece molecular cluster, C9H14O overall (ωB97M-V with the def2-TZVPD basis set).

Results
LUMO level	0.03487	Ha
gap between HOMO and LUMO	0.34437	hartree
charge	0
HOMO energy	-8.42	eV

Each atom is followed by the atoms it is bonded to, with distances in Å.
Geometry (Å):
1 C -1.44 3.00 -1.36  C2 1.531, H9 1.083, H10 1.084, H11 1.092
2 C -0.96 1.59 -0.99  C1 1.531, C3 1.377, C8 1.391
3 C -0.54 0.77 -2.01  C2 1.377, C4 1.399, H12 1.091
4 C -0.12 -0.54 -1.81  C3 1.399, C5 1.378, H13 1.094
5 C -0.17 -0.97 -0.50  C4 1.378, O6 1.370, C7 1.404
6 O 0.38 -2.19 -0.21  C5 1.370, H14 0.948
7 C -0.88 -0.27 0.48  C5 1.404, C8 1.384, H15 1.082
8 C -1.28 1.03 0.25  C2 1.391, C7 1.384, H16 1.099
9 H -1.89 2.87 -2.34  C1 1.083
10 H -0.63 3.71 -1.29  C1 1.084
11 H -2.30 3.26 -0.75  C1 1.092
12 H -0.53 1.03 -3.07  C3 1.091
13 H 0.31 -1.20 -2.58  C4 1.094
14 H 0.61 -2.39 0.69  O6 0.948
15 H -1.01 -0.85 1.39  C7 1.082
16 H -1.72 1.64 1.05  C8 1.099
17 C 2.32 -0.67 1.87  C18 1.529, H19 1.091, H20 1.106, H21 1.105
18 C 1.75 -1.40 3.09  C17 1.529, H22 1.102, H23 1.095, H24 1.083
19 H 1.99 0.30 1.51  C17 1.091
20 H 3.42 -0.71 1.78  C17 1.106
21 H 2.04 -1.19 0.94  C17 1.105
22 H 0.65 -1.29 3.07  C18 1.102
23 H 2.00 -2.46 3.01  C18 1.095
24 H 2.18 -0.91 3.95  C18 1.083

=====

b) Entry from the Open Molecules 2025 dataset: a 2-piece molecular cluster, C9H14O overall (ωB97M-V with the def2-TZVPD basis set).

Results
LUMO level	0.03048	Ha
gap between HOMO and LUMO	0.33700	hartree
charge	0
HOMO energy	-8.34	eV

Each atom is followed by the atoms it is bonded to, with distances in Å.
Geometry (Å):
1 C 0.79 0.44 -3.05  C2 1.514, H9 1.087, H10 1.092, H11 1.092
2 C 0.92 0.27 -1.55  C1 1.514, C3 1.427, C8 1.368
3 C 0.43 1.29 -0.68  C2 1.427, C4 1.359, H12 1.082
4 C 0.95 1.37 0.58  C3 1.359, C5 1.419, H13 1.085
5 C 1.84 0.38 1.07  C4 1.419, O6 1.372, C7 1.356
6 O 2.27 0.44 2.38  C5 1.372, H14 0.983
7 C 2.20 -0.68 0.31  C5 1.356, C8 1.430, H15 1.075
8 C 1.74 -0.70 -1.04  C2 1.368, C7 1.430, H16 1.081
9 H 1.23 -0.42 -3.56  C1 1.087
10 H 1.34 1.32 -3.39  C1 1.092
11 H -0.24 0.65 -3.32  C1 1.092
12 H -0.30 2.03 -0.98  C3 1.082
13 H 0.78 2.24 1.21  C4 1.085
14 H 1.92 1.24 2.82  O6 0.983
15 H 2.80 -1.50 0.66  C7 1.075
16 H 2.01 -1.51 -1.70  C8 1.081
17 C -2.63 -0.41 0.62  C18 1.552, H19 1.090, H20 1.083, H21 1.083
18 C -2.60 -1.30 1.90  C17 1.552, H22 1.089, H23 1.087, H24 1.095
19 H -1.67 0.10 0.63  C17 1.090
20 H -2.72 -0.99 -0.29  C17 1.083
21 H -3.41 0.33 0.74  C17 1.083
22 H -3.27 -2.16 1.84  C18 1.089
23 H -2.77 -0.68 2.78  C18 1.087
24 H -1.61 -1.74 2.01  C18 1.095

=====

Which of them is the most stable? Correct choice: b).

=====

a) Entry from the Open Molecules 2025 dataset: an isolated ion of composition F2H4N2P and charge +1 (ωB97M-V with the def2-TZVPD basis set).

Results
LUMO level	-0.15479	Ha
gap between HOMO and LUMO	0.48635	hartree
charge	+1
HOMO energy	-17.45	eV

Each atom is followed by the atoms it is bonded to, with distances in Å.
Geometry (Å):
1 N 0.19 0.07 1.48  P2 1.578, H6 1.042, H7 0.964
2 P -0.28 0.05 -0.03  N1 1.578, N3 1.591, F4 1.701, F5 1.536
3 N 0.56 -0.12 -1.36  P2 1.591, H8 0.962, H9 1.036
4 F -1.21 1.46 -0.29  P2 1.701
5 F -1.45 -0.95 -0.06  P2 1.536
6 H 1.11 0.20 1.95  N1 1.042
7 H -0.29 -0.53 2.06  N1 0.964
8 H 1.48 0.05 -1.60  N3 0.962
9 H -0.10 -0.23 -2.15  N3 1.036

=====

b) Entry from the Open Molecules 2025 dataset: a 2-piece molecular cluster, F2H4N2P overall (ωB97M-V with the def2-TZVPD basis set).

Results
LUMO level (alpha / beta)	-0.38058 / -0.19854	Ha
gap between HOMO and LUMO (alpha / beta)	0.16661 / 0.39024	hartree
charge	+1
HOMO energy (alpha / beta)	-14.89 / -16.02	eV

Each atom is followed by the atoms it is bonded to, with distances in Å.
Geometry (Å):
1 N 1.67 -1.88 0.60  H6 1.065, H7 1.028
2 N -2.93 0.04 0.34  P5 1.617, H8 1.037, H9 1.022
3 F -0.44 -0.64 0.75  P5 1.676
4 F -1.38 -0.75 -1.41  P5 1.642
5 P -1.43 0.34 -0.19  N2 1.617, F3 1.676, F4 1.642
6 H 2.32 -1.57 -0.18  N1 1.065
7 H 1.59 -2.88 0.38  N1 1.028
8 H -3.55 0.65 0.91  N2 1.037
9 H -3.27 -0.81 -0.10  N2 1.022

=====

Which of them is the most stable? Correct choice: a).